{"formula": "C20H22ClNO4S", "method": "wB97M-V/def2-TZVPD", "symbols": ["O", "O", "Cl", "O", "O", "C", "C", "C", "C", "C", "C", "C", "C", "C", "C", "C", "C", "C", "N", "S", "C", "C", "C", "C", "C", "C", "C", "H", "H", "H", "H", "H", "H", "H", "H", "H", "H", "H", "H", "H", "H", "H", "H", "H", "H", "H", "H", "H", "H"], "xyz": [[4.98788, 4.53084, -2.86565], [-4.05722, -2.88802, 4.27314], [-5.28178, 2.25459, -0.22988], [0.41618, -0.65529, -0.06205], [5.13946, 2.31237, -2.51540], [4.52449, 3.51752, -2.49044], [-4.31017, 0.78415, 1.64543], [-5.69178, -0.46202, 0.05441], [0.75032, 1.71396, -0.02892], [1.52713, 2.82423, -0.51297], [-4.22803, -0.40344, 2.46675], [-5.46109, -1.66886, 0.79622], [2.48860, 0.19718, -0.79334], [-5.05771, 0.65731, 0.49703], [1.24258, 0.42503, -0.21771], [2.81429, 2.59945, -1.12807], [-4.79310, -1.62210, 2.00176], [3.21845, 1.26835, -1.29490], [3.43138, 3.65291, -1.76880], [-4.43782, -3.21646, 2.85856], [4.11664, 0.61957, -3.58774], [5.49923, 0.21559, -1.51850], [-0.52818, -0.64735, 1.08371], [-2.71075, -3.59830, 2.27326], [-1.20796, -2.05580, 0.97540], [-1.65403, -2.50853, 2.37082], [4.43112, 1.11589, -2.18849], [-3.85684, 1.68663, 1.83426], [-6.34537, -0.58513, -0.71965], [-0.13608, 1.87804, 0.50883], [1.25695, 3.82937, -0.24436], [-3.45536, -0.15028, 3.26849], [-5.98540, -2.55746, 0.41502], [2.85763, -0.85058, -0.92335], [2.87828, 4.51674, -1.86141], [3.60471, 1.33277, -4.19390], [3.58160, -0.26956, -3.55825], [4.98519, 0.57205, -4.22036], [6.35321, 0.08820, -2.17717], [5.70496, 0.53169, -0.47576], [5.15088, -0.79541, -1.33669], [0.07750, -0.66271, 1.95116], [-1.38830, 0.07760, 1.23233], [-2.38790, -4.47193, 2.74660], [-2.76660, -3.86253, 1.20490], [-2.00641, -2.02597, 0.25152], [-0.50016, -2.76640, 0.48837], [-0.75995, -2.84865, 2.91156], [-2.03069, -1.62928, 2.80426]], "de_lowest_kj_mol": 106.25, "orbital_gap_ha": 0.3059, "e_lumo_ev": 0.19}